Entry 1:
C30H29BN6O4S2W as an isolated structure, computed with ωB97M-V/def2-TZVPD.

```
73
Properties=species:S:1:pos:R:3:forces:R:3
W 0.32381 0.05098 -0.08576 0.09 0.33 -0.06
O -1.09709 1.22517 -0.94643 0.17 -0.30 0.10
C -2.15311 0.96593 -1.68642 -0.09 0.02 -0.04
C -2.51921 1.85631 -2.70730 0.02 -0.01 0.02
C -3.65016 1.62268 -3.45779 0.00 0.02 -0.02
C -4.46467 0.51066 -3.22008 -0.02 -0.03 0.01
C -4.12381 -0.36247 -2.21339 0.07 0.05 0.01
C -2.96769 -0.15397 -1.44454 0.01 0.10 -0.07
C -2.64890 -1.06711 -0.38971 0.11 -0.03 0.08
N -1.55908 -1.06635 0.30067 0.03 0.04 -0.04
N -1.50162 -2.10246 1.23313 0.00 0.03 -0.01
C -0.35411 -2.08258 1.82310 0.10 0.11 -0.02
O 0.54803 -1.17357 1.58298 0.03 -0.08 -0.38
C -0.00788 -3.13158 2.80885 0.00 0.00 0.07
C 1.28088 -3.17120 3.33370 -0.03 0.00 -0.02
C 1.62776 -4.15509 4.24706 0.01 -0.03 0.01
C 0.69118 -5.09952 4.63972 -0.01 -0.02 0.02
C -0.59498 -5.06257 4.11504 0.00 -0.01 0.00
C -0.94618 -4.08428 3.20094 0.04 0.04 0.01
H -1.88810 2.71781 -2.88006 0.00 0.00 0.00
H -3.91516 2.31669 -4.24583 0.01 0.01 0.00
H -5.35198 0.34656 -3.81568 0.00 -0.01 0.00
H -4.74308 -1.22606 -1.99991 -0.01 -0.01 0.00
H -3.37275 -1.84258 -0.15360 0.04 -0.03 0.05
H 2.00400 -2.43487 3.00773 -0.01 0.01 0.00
H 2.63172 -4.18866 4.65045 0.00 0.01 0.00
H 0.96155 -5.86724 5.35338 0.00 0.00 0.00
H -1.32538 -5.80022 4.42090 0.00 0.00 0.00
H -1.94212 -4.04284 2.78295 -0.01 0.00 -0.01
C 1.07816 -3.44140 -2.70197 0.03 0.02 0.05
C 1.38991 -2.40383 -1.65758 -0.18 0.03 0.04
O 0.46388 -1.60287 -1.40707 0.13 -0.18 -0.06
C 2.67119 -2.38417 -0.99625 -0.03 0.04 0.05
C 3.56460 -3.46379 -1.20546 -0.02 0.04 0.00
C 4.76967 -3.54267 -0.56558 0.00 0.00 0.00
C 5.12883 -2.51739 0.32605 0.03 0.00 0.01
C 4.30347 -1.44963 0.54239 0.00 0.08 -0.04
C 3.05419 -1.32951 -0.11788 0.04 -0.04 0.08
O 2.37207 -0.24937 0.11386 -0.43 -0.25 0.10
H 0.11152 -3.21312 -3.14085 -0.01 0.01 0.00
H 1.03955 -4.43166 -2.24498 -0.01 0.00 -0.01
H 1.84514 -3.46114 -3.47632 -0.01 -0.01 -0.01
H 3.27629 -4.25980 -1.87784 -0.01 0.00 0.00
H 5.43020 -4.38272 -0.72713 -0.01 -0.02 -0.02
H 6.07564 -2.57537 0.84944 0.00 0.02 0.01
H 4.57230 -0.64609 1.21611 0.01 0.00 0.02
C 1.40945 0.72429 4.13211 -0.01 -0.01 0.01
N 2.36763 1.28067 3.19325 0.02 -0.01 -0.09
C 3.72632 1.36415 3.38633 0.05 0.03 0.00
C 4.22624 2.01029 2.30655 0.03 0.01 0.12
N 3.18735 2.32390 1.46511 -0.01 -0.08 -0.02
B 3.39252 3.08349 0.10161 -0.05 -0.03 -0.02
N 3.82935 2.04431 -0.99486 0.05 0.08 -0.13
C 5.13839 1.68215 -1.20707 0.05 -0.06 -0.07
C 5.17989 0.77939 -2.21348 0.02 -0.03 0.08
N 3.87542 0.58259 -2.60800 0.03 0.14 -0.03
C 3.44305 -0.28361 -3.68399 -0.02 0.00 -0.07
C 3.06640 1.37613 -1.86850 -0.10 -0.17 0.12
S 1.35461 1.44787 -2.04367 -0.10 0.00 0.07
C 2.05847 1.85834 2.01331 -0.08 0.10 0.00
S 0.44227 2.01327 1.40818 -0.08 0.03 0.09
H 1.95910 0.17141 4.89062 0.00 -0.01 0.00
H 0.73570 0.05729 3.60373 -0.02 -0.02 -0.01
H 0.83809 1.52317 4.60246 -0.01 -0.01 0.00
H 4.19713 0.98192 4.27411 0.02 -0.01 -0.01
H 5.23473 2.30587 2.07984 0.01 -0.01 0.00
H 4.33891 3.81280 0.26239 0.05 0.05 0.02
H 2.38691 3.63364 -0.22228 -0.03 0.01 -0.01
H 5.93606 2.11772 -0.63372 0.02 0.00 0.01
H 5.99878 0.26146 -2.67847 0.02 0.00 0.01
H 4.18395 -1.06914 -3.81838 0.00 -0.01 0.01
H 3.32942 0.28015 -4.60946 0.01 -0.01 -0.02
H 2.47993 -0.71769 -3.42591 0.02 0.05 -0.02
```
Forces are in eV/Å.

Its spin multiplicity is 3. As for the LUMO energy (spin up / spin down): -0.30 / -0.60 eV. For the energy above the lowest of the compared OMol25 structures with the same formula, charge and spin, the calculation gives 0.0 kcal per mole. Its net charge is 0. As for the expectation value of S²: 2.018. The highest occupied orbital energy (spin up / spin down) is -6.722 / -7.872 eV.



Entry 2:
C30H29BiN6OP as an isolated structure, computed with ωB97M-V/def2-TZVPD.

```
68
Properties=species:S:1:pos:R:3:forces:R:3
Bi 0.71064 -0.61770 -0.03099 0.12 -0.10 0.01
N 4.04085 2.63307 -0.15714 0.11 0.12 0.02
C 3.72363 1.44922 -0.67718 -0.06 0.08 -0.08
N 2.43642 1.22574 -0.44744 -0.25 0.12 0.15
C 2.04349 2.33723 0.24592 -0.22 -0.17 -0.02
N 2.98771 3.21655 0.43780 0.18 -0.15 -0.13
C 0.67378 2.48452 0.73667 0.01 -0.15 -0.05
C 0.17983 3.69890 1.20453 -0.23 0.12 0.10
N -1.06736 3.82551 1.63305 0.06 -0.09 -0.04
C -1.85362 2.74944 1.60229 0.10 0.28 0.04
C -1.39358 1.53264 1.14480 0.23 -0.17 -0.04
N -0.12483 1.40218 0.71903 -0.04 0.06 -0.03
H 4.93794 3.10179 -0.15910 0.04 0.02 -0.01
H 4.40955 0.80984 -1.21361 -0.02 0.05 0.07
H 0.82245 4.57226 1.21792 -0.04 -0.01 0.02
H -2.87353 2.86152 1.95099 0.03 0.01 -0.01
H -2.01871 0.65328 1.11778 0.03 0.02 0.04
C 0.85987 -3.08861 2.78867 -0.01 0.01 0.03
C 0.01833 -1.91752 3.29616 0.14 -0.02 -0.06
C 0.84561 -0.64222 3.47643 -0.10 -0.06 0.01
C -1.25635 -1.69861 2.47363 -0.05 -0.06 -0.15
C -2.25656 -2.85136 2.62940 0.05 0.01 -0.21
O -2.42032 -3.37084 1.27555 0.03 0.06 0.04
C -1.69953 -2.66764 0.44038 -0.01 0.09 0.17
N -1.04882 -1.66692 0.98398 -0.06 -0.01 0.00
C -1.73533 -3.14050 -0.96655 -0.03 0.03 0.08
C -2.25658 -4.42731 -1.13349 0.02 0.06 0.10
C -2.41029 -4.99279 -2.38830 0.00 -0.03 -0.09
C -2.06855 -4.26716 -3.51517 -0.02 -0.06 -0.02
C -1.54773 -2.98792 -3.37456 0.00 0.06 -0.02
C -1.35224 -2.41515 -2.12029 0.10 0.07 0.01
P -0.74771 -0.70166 -2.21417 -0.19 -0.25 -0.09
C 0.60947 -0.59197 -3.38072 0.08 -0.14 0.03
C 0.97200 0.66001 -3.88695 0.04 0.04 0.00
C 2.08845 0.76868 -4.70217 -0.02 0.02 0.03
C 2.85277 -0.35520 -4.99405 0.04 -0.05 -0.01
C 2.51555 -1.59336 -4.45958 0.00 -0.01 0.00
C 1.39679 -1.71860 -3.64806 0.00 0.01 -0.03
C -2.12630 0.33791 -2.66797 0.18 0.07 0.13
C -3.09373 0.64477 -1.70943 -0.10 -0.04 0.02
C -4.24259 1.31598 -2.08849 0.00 0.01 0.05
C -4.42680 1.67431 -3.41999 -0.02 0.01 -0.03
C -3.47104 1.35140 -4.37461 0.02 0.01 -0.01
C -2.31155 0.68335 -4.00814 -0.08 0.06 0.01
H 1.67527 -3.28656 3.48332 -0.01 -0.02 -0.02
H 1.32098 -2.88942 1.81360 -0.02 0.01 0.03
H 0.28356 -4.01246 2.69779 0.03 0.05 -0.01
H -0.35714 -2.19316 4.28719 0.04 0.06 0.03
H 1.30288 -0.29055 2.53672 0.02 -0.02 0.12
H 1.67523 -0.82411 4.16042 -0.02 0.02 -0.04
H 0.24797 0.17564 3.88804 0.04 -0.04 -0.05
H -1.70729 -0.75287 2.77249 -0.04 0.03 0.04
H -3.23318 -2.55166 2.99197 -0.10 0.04 -0.06
H -1.87828 -3.66228 3.24296 0.02 -0.09 0.02
H -2.55313 -4.99258 -0.26283 0.00 -0.01 -0.01
H -2.81123 -5.99441 -2.47876 0.01 0.04 0.00
H -2.20247 -4.68809 -4.50378 0.00 0.02 0.03
H -1.29111 -2.42712 -4.26704 -0.01 -0.04 0.03
H 0.38598 1.54329 -3.66073 -0.03 -0.02 -0.03
H 2.35683 1.73092 -5.11894 -0.02 -0.02 0.00
H 3.71397 -0.26799 -5.64588 -0.05 0.00 0.03
H 3.11152 -2.46769 -4.69019 -0.02 0.04 0.01
H 1.12358 -2.69464 -3.26076 0.03 0.06 -0.03
H -2.97165 0.32623 -0.67940 -0.03 0.00 -0.12
H -5.00066 1.55141 -1.35249 0.01 0.00 -0.03
H -5.32760 2.19772 -3.71701 0.05 -0.03 0.02
H -3.62674 1.61651 -5.41195 -0.01 0.00 0.02
H -1.58145 0.42744 -4.76396 0.03 0.00 0.01
```
Forces are in eV/Å.

As for the LUMO energy: -9.77 eV. Its net charge is +3. The highest occupied orbital energy is -17.379 eV.



Entry 3:
A 21-piece molecular cluster, C30H29Br2Cl60N2O overall in a non-equilibrium geometry, computed with ωB97M-V/def2-TZVPD.

```
124
Properties=species:S:1:pos:R:3:forces:R:3
C -3.15865 0.28960 2.02616 -0.88 -0.52 0.16
C -2.96383 -1.16944 1.72249 0.41 0.54 -0.16
Br -4.24689 -2.36314 2.41684 0.26 0.43 -0.05
C -1.94610 -1.63554 0.99965 -0.66 -1.32 0.40
Br -1.75604 -3.49002 0.58447 0.40 0.84 -0.08
N -0.89490 -0.79596 0.41677 0.05 -0.27 -0.40
N -0.23449 0.06157 1.39442 0.09 0.15 0.42
C 0.94321 -0.28729 1.59239 0.30 -0.58 -1.04
O 2.03900 -0.64432 1.61840 -0.46 0.50 0.67
C -1.31069 -0.02811 -0.80179 0.26 0.50 -0.12
C -2.60490 -0.00508 -1.26764 -0.71 -0.36 0.15
C -2.90967 0.69267 -2.42825 0.84 0.65 -0.31
C -1.89296 1.38117 -3.11389 -0.10 -0.53 0.29
C -0.58168 1.33865 -2.60955 -0.85 0.72 0.25
C -0.29814 0.64059 -1.45278 0.48 0.32 0.04
H -3.14557 0.41588 3.11780 0.13 -0.01 -0.56
H -4.16951 0.56606 1.70056 0.11 -0.04 0.04
H -2.45915 0.95189 1.52283 0.12 -0.11 0.22
H -0.18698 -1.45203 0.06459 -0.25 -0.17 -0.05
H -3.40262 -0.53821 -0.76445 0.12 0.00 0.02
H -3.92549 0.69910 -2.80103 0.07 -0.01 0.09
H -2.08327 1.93504 -4.05793 0.09 -1.39 0.95
H 0.22414 1.84252 -3.12562 -0.31 0.01 0.16
H 0.73120 0.61806 -1.10166 -0.13 -0.03 0.06
C 0.07638 -2.27527 -4.74067 -0.02 0.16 -0.19
Cl -0.47619 -0.68074 -4.19739 0.44 -1.31 -0.64
Cl -0.84875 -2.82415 -6.14111 -0.02 -0.02 0.08
Cl 1.79531 -2.22503 -5.10791 0.04 -0.09 -0.09
H -0.07913 -2.98902 -3.92944 0.11 0.64 -0.45
C -1.27389 1.03953 5.68644 -0.08 -0.15 0.04
Cl -2.09605 -0.38286 6.31006 0.23 0.43 -0.27
Cl 0.17810 0.57429 4.78170 0.09 0.05 0.06
Cl -2.36890 1.98884 4.67415 0.21 0.37 0.38
H -0.96352 1.65405 6.52288 0.02 0.00 -0.03
C 4.86490 -0.91031 -2.72001 0.09 -0.20 0.17
Cl 5.01338 -2.66196 -2.55396 0.00 0.32 -0.06
Cl 3.20781 -0.37920 -2.39011 0.00 -0.03 0.07
Cl 6.00151 -0.09658 -1.64802 -0.09 -0.07 0.02
H 5.10603 -0.63897 -3.73994 -0.06 0.03 0.00
C -1.74036 5.38009 -4.73086 -0.12 0.23 0.09
Cl -2.21214 3.94065 -3.79930 0.04 1.73 -0.38
Cl -3.14217 6.15130 -5.46444 -0.21 -0.21 0.16
Cl -0.86353 6.51807 -3.70932 0.01 -0.05 -0.04
H -1.07875 5.05857 -5.52602 -0.01 -0.03 0.02
C 1.22508 -6.07349 -3.45432 0.27 -0.07 -0.20
Cl -0.21874 -5.04576 -3.35246 -0.18 -0.74 0.37
Cl 1.31215 -6.85303 -5.02677 -0.03 0.03 0.06
Cl 2.67526 -5.12040 -3.13974 -0.09 -0.05 0.10
H 1.14914 -6.84122 -2.69528 -0.06 0.05 0.02
C -5.22957 -2.90005 7.80514 -0.11 -0.01 -0.06
Cl -3.63890 -2.70772 7.06039 -0.20 -0.49 0.08
Cl -6.21264 -1.45940 7.53924 0.04 0.00 0.03
Cl -6.03863 -4.33370 7.17650 0.04 0.01 0.03
H -5.08986 -3.02601 8.87149 0.03 0.02 -0.01
C 3.74637 2.65980 -4.89655 0.08 0.12 -0.13
Cl 2.13391 2.24379 -4.30024 0.15 0.13 -0.20
Cl 4.48813 1.27441 -5.70084 -0.01 0.00 0.04
Cl 3.65442 4.04032 -5.98464 0.02 -0.20 0.15
H 4.36074 2.92994 -4.04676 -0.05 -0.04 0.03
C -1.47921 8.08533 -8.94064 0.08 -0.12 -0.06
Cl -0.08806 7.73425 -9.96437 -0.04 0.03 0.02
Cl -2.81908 6.99679 -9.31188 -0.01 0.03 0.01
Cl -1.04206 7.97204 -7.23336 0.17 0.17 -0.09
H -1.80097 9.09919 -9.13983 -0.01 -0.01 0.02
C -0.98906 -5.87094 3.89459 0.00 -0.05 0.09
Cl -0.09268 -7.20671 4.61048 0.00 0.05 -0.03
Cl -1.94673 -6.42861 2.51815 -0.01 -0.08 -0.04
Cl -2.02262 -5.08758 5.08708 -0.01 0.06 -0.01
H -0.27702 -5.13814 3.53660 -0.01 -0.02 -0.02
C -1.79936 -0.28300 10.18422 0.01 -0.06 -0.17
Cl -3.40398 -0.08724 9.47639 -0.09 0.06 0.20
Cl -1.18766 -1.91340 9.89729 0.00 0.02 0.02
Cl -0.67874 0.91919 9.53867 -0.26 0.15 -0.11
H -1.87920 -0.13129 11.25346 0.02 0.02 -0.01
C 8.63587 2.71933 -2.46677 0.14 -0.01 -0.09
Cl 7.04975 2.88981 -3.23599 0.03 0.08 -0.03
Cl 9.27204 1.09208 -2.70048 -0.02 0.03 0.03
Cl 9.75797 3.92344 -3.09173 -0.04 0.00 0.04
H 8.51396 2.88758 -1.40469 -0.03 0.00 -0.02
C -4.51950 -1.07123 -6.55573 -0.16 0.10 0.00
Cl -5.09429 -2.55766 -5.79866 0.02 -0.02 0.01
Cl -5.86955 -0.11577 -7.16310 0.01 -0.13 -0.10
Cl -3.56183 -0.12564 -5.40717 0.02 -0.30 -0.29
H -3.88535 -1.33810 -7.39162 0.04 0.01 0.04
C -6.45302 3.64563 -5.39130 -0.15 0.02 0.04
Cl -5.69153 2.23028 -4.65569 -0.03 0.20 0.05
Cl -7.44924 3.16542 -6.76717 0.04 0.03 0.05
Cl -7.40760 4.52613 -4.19923 0.03 0.02 -0.04
H -5.67180 4.30251 -5.75288 0.03 -0.04 0.03
C 3.13592 1.20190 11.38870 -0.12 0.03 -0.03
Cl 2.93158 2.50095 10.20776 0.03 0.00 0.01
Cl 2.97470 1.82733 13.03078 0.06 -0.04 0.04
Cl 1.97148 -0.08734 11.10261 0.34 -0.10 0.09
H 4.13217 0.79467 11.27616 0.00 0.02 0.01
C 4.51485 6.57540 -8.78054 0.00 -0.01 -0.13
Cl 2.90537 6.15433 -8.18240 -0.03 0.16 -0.09
Cl 5.25859 5.19410 -9.58568 0.00 0.01 0.05
Cl 4.43093 7.96242 -9.86442 0.00 -0.01 0.05
H 5.13038 6.84462 -7.93189 -0.02 0.00 0.00
C -8.96721 -1.83016 -5.36417 -0.13 0.02 0.02
Cl -10.06259 -2.41910 -6.61351 0.06 0.00 0.00
Cl -9.38768 -0.18232 -4.89189 0.09 0.01 -0.03
Cl -8.99011 -2.90208 -3.95903 0.08 0.00 -0.03
H -7.96317 -1.82207 -5.76945 0.00 0.01 0.02
C 5.05935 -6.74778 -6.82647 -0.10 -0.05 0.05
Cl 4.07213 -7.46690 -8.09879 0.03 0.02 0.01
Cl 4.47689 -5.13094 -6.42480 0.03 0.06 -0.01
Cl 5.07535 -7.77538 -5.39101 0.05 0.02 0.00
H 6.07429 -6.66141 -7.19167 -0.01 0.00 0.01
C 0.92879 -2.53315 14.42541 0.00 -0.11 -0.04
Cl 0.12353 -3.95831 15.07784 0.01 0.05 0.01
Cl 2.36373 -2.99172 13.50790 -0.01 0.03 0.03
Cl -0.18196 -1.59491 13.41994 -0.04 0.00 0.10
H 1.24065 -1.91025 15.25351 -0.01 0.01 -0.02
C 1.50278 5.29793 14.06375 -0.07 0.07 -0.01
Cl 0.18361 4.19089 13.67804 -0.01 -0.01 0.01
Cl 1.87805 6.32579 12.67943 0.03 -0.04 0.00
Cl 1.10712 6.27405 15.47773 0.03 -0.04 -0.01
H 2.38116 4.70875 14.29384 -0.01 0.00 -0.02
C 7.66818 -5.72859 -1.19024 0.10 0.00 -0.09
Cl 6.08722 -5.56477 -1.96302 -0.02 -0.27 0.03
Cl 8.30857 -7.35290 -1.42500 -0.03 0.03 0.03
Cl 8.78935 -4.51633 -1.81057 -0.03 0.01 0.04
H 7.54357 -5.56282 -0.12822 -0.01 0.00 -0.02
```
Forces are in eV/Å.

As for the LUMO energy: -3.69 eV. Its net charge is +1. The highest occupied orbital energy is -12.140 eV.



Which value of net charge does entry 1 give?
0